(1)
The following is a quantum chemistry calculation of C17H17BrClNO7PRhTe as an isolated structure, from OMol25.

Positions of all 47 atoms, in Å:
Rh  0.88730  -0.43867  0.32594
Br  3.28590  -0.66037  -2.19656
C  4.01660  -0.55207  -0.45666
C  5.36990  -0.34897  -0.24466
C  5.80820  -0.27527  1.07214
C  4.88780  -0.40687  2.10234
C  3.55670  -0.60947  1.77984
N  3.12720  -0.68937  0.51424
C  2.45580  -0.62427  2.80714
O  2.60080  -0.05687  3.87824
O  1.35870  -1.13777  2.40024
H  6.04810  -0.25177  -1.07826
H  6.85460  -0.11627  1.28394
H  5.16590  -0.34647  3.14244
C  -1.10660  -3.55977  0.74354
C  -2.22960  -2.94937  1.56314
O  -1.73030  -1.93037  2.43704
P  -1.62830  -0.46707  1.82374
O  -1.35300  -0.49207  0.34694
Te  -0.14570  0.79783  3.27254
O  -3.11290  0.08873  2.05724
C  -3.48260  1.27713  1.36014
C  -4.10120  0.93343  0.01774
H  -1.52030  -4.23217  -0.00146
H  -0.42630  -4.10927  1.38644
H  -0.54520  -2.76337  0.24174
H  -2.68980  -3.69547  2.21534
H  -3.00030  -2.52127  0.91454
H  -2.60210  1.91763  1.22314
H  -4.20260  1.78463  2.00794
H  -3.39810  0.34683  -0.56766
H  -4.34250  1.84883  -0.51216
H  -5.00640  0.35023  0.16344
Cl  -2.38390  0.50183  -5.46296
C  -1.49680  1.08203  -4.10086
C  -0.86580  0.17353  -3.26046
C  -0.20410  0.64413  -2.14356
C  -0.17800  1.99823  -1.84326
C  -0.77300  2.89603  -2.72546
C  -1.43080  2.44643  -3.85386
C  0.43160  2.55303  -0.56486
O  0.51220  3.76033  -0.42676
O  0.80030  1.71663  0.33294
H  -0.90110  -0.88267  -3.47916
H  0.30200  -0.09057  -1.46476
H  -0.71360  3.94953  -2.49566
H  -1.89890  3.14083  -4.53526

Computed properties:
orbital gap (alpha / beta) = 0.160 / 0.168 Eh
E_tot = -4993.56192 Ha
M = 724.2 u
energy above the lowest of the compared OMol25 structures with the same formula, charge and spin = 57.4 kcal per mole
max |F| = 1.7 eV Å⁻¹
HOMO level (alpha / beta) = -0.270 / -0.275 Ha

Atomic partial charges in e from the Mulliken method, atoms 1 to 8:
1. Rh 0.298
2. Br -0.092
3. C 0.236
4. C -0.495
5. C -0.275
6. C -0.644
7. C 0.680
8. N -0.240

(2)
The following is a quantum chemistry calculation of C17H17ClN2O4PtS4 as an isolated structure, from OMol25.

Positions of all 46 atoms, in Å:
Pt  0.19990  -0.41288  0.67567
C  -1.92920  -0.28362  3.69721
C  -0.79987  -1.19303  3.31041
C  0.48117  -0.65672  3.00336
C  1.59433  -1.52649  2.84385
C  2.98730  -0.97359  2.74570
C  1.37507  -2.89145  2.84167
C  0.10234  -3.42242  3.03937
C  -0.13140  -4.89940  2.96610
C  -0.96391  -2.56137  3.30818
H  -2.15213  -0.41031  4.75814
H  -2.83242  -0.52457  3.13609
H  -1.67978  0.76107  3.51763
H  0.66708  0.38481  3.24646
H  3.44202  -0.94546  3.73791
H  2.98590  0.03962  2.34537
H  3.60333  -1.60419  2.10548
H  2.20916  -3.55771  2.65844
H  -0.26324  -5.31149  3.96893
H  0.70278  -5.40770  2.48637
H  -1.03615  -5.10497  2.39377
H  -1.94574  -2.97991  3.49779
S  -2.77173  1.53862  -5.02962
C  -2.31478  1.54729  -3.44307
S  -3.08952  0.62980  -2.18683
C  -1.89281  1.21655  -1.02555
N  -1.01663  1.99282  -1.56186
N  -1.24330  2.18796  -2.88458
C  -0.37936  3.10378  -3.56328
C  0.99044  2.91185  -3.46898
C  1.84607  3.80820  -4.08892
C  1.33229  4.89018  -4.78696
C  -0.04041  5.07793  -4.86704
C  -0.90419  4.18300  -4.25745
S  -1.96970  0.78073  0.62815
H  1.36589  2.06319  -2.91236
H  2.91617  3.65542  -4.03915
H  1.99979  5.59342  -5.26798
H  -0.44436  5.92544  -5.40441
H  -1.97298  4.32259  -4.32072
O  -0.28526  -3.85740  -1.53044
Cl  -0.13835  -2.65974  -0.80363
O  -0.29032  -1.49001  -1.64439
O  1.17359  -2.58121  -0.18275
O  -1.12175  -2.55628  0.25939
S  1.63466  1.19766  0.09855

Computed properties:
orbital gap (alpha / beta) = 0.291 / 0.169 Eh
spin multiplicity = 5
E_tot = -3240.35069 Ha
<S²> = 6.029
M = 672.1 u
energy above the lowest of the compared OMol25 structures with the same formula, charge and spin = 10.2 kcal per mole
max |F| = 1.2 eV Å⁻¹
HOMO level (alpha / beta) = -0.288 / -0.286 Ha

Atomic partial charges in e from the Mulliken method, atoms 1 to 8:
1. Pt 1.238
2. C -1.957
3. C 0.891
4. C -1.008
5. C 0.918
6. C -1.640
7. C -0.602
8. C 1.102

(3)
The following is a quantum chemistry calculation of C17H17ClN4O7SeTc as an isolated structure, from OMol25.

Positions of all 48 atoms, in Å:
Tc  0.63379  0.74404  1.07025
O  0.49839  0.39354  6.67305
C  0.54729  0.47444  5.29875
C  1.76279  0.12824  4.62455
C  1.74359  0.22984  3.26885
N  0.59469  0.63434  2.80885
C  -0.57221  0.97934  3.27675
C  -0.64081  0.90604  4.63385
C  -1.53131  1.37164  2.11665
O  -2.71311  1.73034  2.45795
O  -1.07871  1.31184  0.88365
C  2.75519  -0.01666  2.11585
O  3.91859  -0.41866  2.47405
O  2.36589  0.19644  0.88025
H  1.37589  0.08964  6.95345
H  2.65899  -0.19756  5.12985
H  -1.54481  1.16144  5.16535
N  -2.83251  -1.41346  -2.05985
C  -2.54331  -1.37166  -0.60385
C  -1.30471  -0.50296  -0.33495
N  -0.94791  -0.40556  1.07025
H  -3.66011  -1.99206  -2.25535
H  -2.04721  -1.81276  -2.59185
H  -3.01951  -0.47446  -2.43725
H  -2.38841  -2.40596  -0.28175
H  -3.43461  -0.96576  -0.11545
H  -1.47521  0.50834  -0.72155
H  -0.44701  -0.90726  -0.88455
H  -0.69201  -1.33306  1.48065
H  -1.69741  0.05024  1.63995
Se  1.38889  -1.57986  1.07025
C  1.97349  -3.37946  1.07035
N  2.33129  -4.47996  1.07015
Cl  -0.50951  1.28784  -7.37815
C  0.03669  1.02804  -5.76475
C  -0.76681  1.41034  -4.69315
C  -0.32181  1.19864  -3.38575
C  0.92709  0.60454  -3.13485
C  1.71919  0.22764  -4.23305
C  1.27829  0.43734  -5.54225
C  1.40829  0.37564  -1.71365
O  2.54889  -0.16686  -1.57055
O  0.63379  0.74404  -0.77545
H  -1.73501  1.87094  -4.85925
H  -0.94481  1.49514  -2.54275
H  2.68919  -0.23376  -4.05145
H  1.90929  0.13714  -6.37225
H  1.14929  2.33064  1.07025

Computed properties:
orbital gap (alpha / beta) = 0.196 / 0.183 Eh
spin multiplicity = 4
E_tot = -4345.56279 Ha
<S²> = 3.796
M = 601.8 u
max |F| = 16.3 eV Å⁻¹
HOMO level (alpha / beta) = -0.255 / -0.241 Ha

Atomic partial charges in e from the Mulliken method, atoms 1 to 8:
1. Tc -0.359
2. O -0.540
3. C 0.860
4. C -0.328
5. C 0.197
6. N 0.247
7. C 0.546
8. C -0.733

(4)
The following is a quantum chemistry calculation of C17H17F5N6OPtSSi as an isolated structure, from OMol25.

Positions of all 49 atoms, in Å:
Pt  0.48569  0.07919  0.86690
N  2.15376  -1.64726  -1.43496
C  2.72031  -0.46857  -1.27053
N  3.80259  -0.13020  -1.97862
C  4.30126  1.07371  -1.73613
N  5.39451  1.44882  -2.41708
N  3.80796  1.97307  -0.85024
C  2.74391  1.55407  -0.20900
N  2.15307  0.36783  -0.35532
C  2.10242  2.45844  0.77559
C  2.60407  3.71493  1.04670
C  1.94606  4.51008  1.97124
C  0.80859  4.01589  2.58277
C  0.36506  2.74158  2.26962
N  1.00297  1.96977  1.38632
H  2.55060  -2.27163  -2.11393
H  1.33782  -1.89075  -0.83980
H  5.79026  0.82527  -3.09592
H  5.78322  2.36004  -2.26283
H  3.49560  4.03768  0.53051
H  2.31913  5.49667  2.21041
H  0.25500  4.60337  3.30112
H  -0.51110  2.30292  2.72580
F  -6.40632  -1.07934  -0.40245
C  -5.23426  -0.84217  0.18911
C  -4.19982  -0.25666  -0.51404
F  -4.37806  0.08037  -1.79456
C  -2.98775  -0.00580  0.10610
F  -2.04921  0.59302  -0.63762
C  -2.75119  -0.33641  1.43717
S  -1.25534  -0.09835  2.33205
C  -3.82175  -0.91745  2.11649
F  -3.67589  -1.26727  3.39993
C  -5.04064  -1.16977  1.51868
F  -6.02948  -1.73510  2.21445
C  0.92004  -3.15867  2.91242
Si  0.11555  -3.22933  1.22444
C  -1.68185  -3.72336  1.38737
C  0.99679  -4.55898  0.23010
O  0.29512  -1.84366  0.36227
H  0.91065  -4.14574  3.38210
H  0.39962  -2.46234  3.57184
H  1.96112  -2.83590  2.83067
H  -1.78380  -4.73030  1.80046
H  -2.17853  -3.70681  0.41385
H  -2.20913  -3.03736  2.05004
H  0.84896  -5.53674  0.69642
H  2.07406  -4.38040  0.17953
H  0.61150  -4.62050  -0.79092

Computed properties:
orbital gap = 0.245 Eh
E_tot = -2368.30195 Ha
M = 671.6 u
energy above the lowest of the compared OMol25 structures with the same formula, charge and spin = 0.0 kcal per mole
max |F| = 0.6 eV Å⁻¹
HOMO level = -0.280 Ha

Atomic partial charges in e from the Mulliken method, atoms 1 to 8:
1. Pt 0.665
2. N -0.230
3. C 0.608
4. N -0.752
5. C 0.377
6. N -0.351
7. N -0.673
8. C 0.028

(5)
The following is a quantum chemistry calculation of C17H17F5NO5ScTe as an isolated structure, from OMol25.

Positions of all 47 atoms, in Å:
Sc  -0.60809  -0.23965  -0.38996
O  -3.42445  -1.74974  2.14558
C  -2.56399  -1.09730  1.61418
O  -1.85743  -1.42543  0.55622
C  -2.13939  0.27085  2.13131
C  -2.77039  1.08090  3.05493
C  -2.21072  2.33279  3.29862
C  -1.06123  2.74782  2.63097
C  -0.49753  1.87088  1.72502
N  -1.03919  0.68134  1.52181
C  0.70970  2.07680  0.81792
O  1.43897  3.02736  0.92741
O  0.81458  1.08475  -0.03793
H  -3.67165  0.74443  3.54695
H  -2.68519  2.99954  4.00686
H  -0.62027  3.72124  2.79100
C  -1.42694  -4.36334  -3.11872
C  -1.59082  -3.98165  -1.64445
C  -2.05093  -5.18279  -0.82417
C  -0.33925  -3.32622  -1.09233
C  0.17455  -3.63562  0.16463
C  1.26473  -2.96028  0.69572
C  1.91615  -1.95504  -0.01397
C  3.10938  -1.22754  0.53568
C  1.42061  -1.64998  -1.28404
C  0.31014  -2.31468  -1.81041
H  -2.30693  -4.90884  -3.45985
H  -0.55503  -5.00590  -3.26037
H  -1.31976  -3.49056  -3.76224
H  -2.37591  -3.22156  -1.57441
H  -1.27909  -5.95573  -0.78193
H  -2.93686  -5.61961  -1.28439
H  -2.32000  -4.89950  0.19350
H  -0.30035  -4.39747  0.76547
H  1.61997  -3.22360  1.68503
H  2.93591  -0.15056  0.52638
H  3.99191  -1.42273  -0.07558
H  3.32663  -1.54087  1.55571
H  1.92515  -0.89499  -1.87734
H  -0.01885  -2.06194  -2.80960
F  -2.38152  -0.79350  -2.25408
Te  -2.16607  1.06112  -2.63623
F  -0.30782  0.52344  -2.59333
F  -1.68481  2.71346  -3.29218
F  -2.09807  0.48052  -4.39133
F  -3.96256  1.36320  -2.90502
O  -2.06779  1.37722  -0.87808

Computed properties:
orbital gap = 0.321 Eh
E_tot = -2617.29561 Ha
M = 582.9 u
energy above the lowest of the compared OMol25 structures with the same formula, charge and spin = 19.3 kcal per mole
max |F| = 1.3 eV Å⁻¹
HOMO level = -0.360 Ha

Atomic partial charges in e from the Mulliken method, atoms 1 to 8:
1. Sc 0.521
2. O -0.668
3. C 0.238
4. O 0.022
5. C 0.520
6. C -0.726
7. C -0.271
8. C -0.642